Molecular formula: C24H26F6IN5OPS2W
Method: DFT, ωB97M-V/def2-TZVPD

Output
HOMO (alpha / beta) = -16.36 / -16.36 eV
E_LUMO (alpha / beta) = -11.44 / -11.44 eV
Energy = -91977.78236 eV
Orbital gap (alpha / beta) = 4.92 / 4.92 eV
Relative energy (zero: lowest compared OMol25 entry of this formula, charge and spin) = 0.115 eV

```
! RIJCOSX wB97M-V def2-TZVPD def2/J DEFGRID3
* xyz 3 1
W -0.1938 -0.0864 -0.2804
C -0.3110 -1.5351 2.7340
N 0.6279 -1.4240 1.5621
C 1.8530 -0.7612 2.1286
C 2.7199 -0.2443 1.0361
N 1.9811 0.8139 0.2640
C 2.8817 1.1268 -0.9049
C 1.8935 2.0054 1.1304
C 3.0137 2.7494 1.4625
C 2.9047 3.8133 2.3535
C 1.6859 4.1385 2.9335
C 0.5595 3.4035 2.6100
C 0.6770 2.3510 1.7033
S -0.7823 1.5596 1.1678
C 1.0129 -2.7829 1.1257
C 1.1904 -3.8238 2.0205
C 1.6494 -5.0581 1.5666
C 1.9535 -5.2605 0.2275
C 1.7880 -4.2233 -0.6755
C 1.3000 -3.0018 -0.2179
S 0.9702 -1.7439 -1.3829
H -1.0866 -2.2670 2.5362
H -0.7425 -0.5614 2.9405
H 0.2522 -1.8448 3.6118
H 2.3902 -1.4771 2.7513
H 1.5165 0.0534 2.7701
H 3.0152 -1.0276 0.3390
H 3.6303 0.1889 1.4511
H 3.9052 1.1954 -0.5437
H 2.5943 2.0648 -1.3621
H 2.8253 0.3214 -1.6291
H 3.9862 2.5198 1.0499
H 3.7892 4.3856 2.5990
H 1.6136 4.9628 3.6296
H -0.4048 3.6464 3.0375
H 0.9946 -3.7062 3.0767
H 1.7832 -5.8624 2.2775
H 2.3201 -6.2195 -0.1118
H 2.0170 -4.3601 -1.7247
I -4.1155 -4.8840 0.3823
C -3.2507 -3.0304 0.5730
C -3.7690 -1.9080 1.2012
N -2.8708 -0.9265 1.0936
N -1.7704 -1.3420 0.4276
C -2.0085 -2.6289 0.1037
H -4.7102 -1.7464 1.7037
H -2.9995 0.0435 1.3399
H -1.2818 -3.2059 -0.4424
O 0.4942 1.0682 -1.8140
N -0.2300 1.5334 -2.8669
C -0.4907 0.7196 -3.9040
C -1.1435 1.2218 -5.0031
C -1.5121 2.5632 -5.0237
C -1.2206 3.3718 -3.9346
C -0.5715 2.8309 -2.8484
H -0.1512 -0.3008 -3.8089
H -1.3499 0.5657 -5.8366
H -2.0195 2.9743 -5.8863
H -1.4893 4.4183 -3.9173
H -0.2991 3.3774 -1.9582
F -1.7026 0.2210 -1.3884
P -4.2179 1.8257 -1.2582
F -5.4826 2.6479 -1.1491
F -3.0882 2.9345 -1.2498
F -3.9757 1.6948 -2.8004
F -3.8200 1.5834 0.2678
F -4.7277 0.3496 -1.2658
*
```

These are the natural (NBO) partial charges, in e, on atoms 1 to 2:
1 W 1.585
2 C -0.413